Below is a 2-piece molecular cluster, C6H12N2 overall, with properties calculated with ωB97M-V/def2-TZVPD.

* multiplicity: 2
* highest occupied orbital energy (alpha / beta): -14.4 / -14.5 eV
* energy above the lowest of the compared OMol25 structures with the same formula, charge and spin: 24.0 kcal/mol
* charge: +1
* total energy: -9387.643 eV
* molecular weight: 112.18 Da
* gap between HOMO and LUMO (alpha / beta): 10.31 / 6.52 eV

CARTESIAN COORDINATES (ANGSTROEM)
C 2.557 -0.066 0.068
C 2.283 0.147 -1.420
H 1.643 -0.217 0.657
H 3.162 -0.949 0.257
H 3.104 0.776 0.510
H 1.533 -0.534 -1.820
H 3.240 -0.083 -1.917
H 2.226 1.209 -1.657
C -2.534 -0.001 -1.285
C -0.438 -0.929 1.425
C -1.731 -0.023 -0.051
C -1.832 0.739 1.136
N -0.767 -0.944 0.153
N -1.079 0.142 2.078
H 0.381 -1.218 2.066
H -0.750 0.604 2.912
H -2.538 1.506 1.416
H -3.544 -0.384 -1.048
H -2.091 -0.781 -1.905
H -2.826 1.005 -1.576

Below is a 2-piece molecular cluster, C6H12N2 overall, with properties calculated with ωB97M-V/def2-TZVPD.

* multiplicity: 2
* highest occupied orbital energy (alpha / beta): -14.8 / -14.8 eV
* energy above the lowest of the compared OMol25 structures with the same formula, charge and spin: 4.4 kcal/mol
* charge: +1
* total energy: -9388.495 eV
* molecular weight: 112.18 Da
* gap between HOMO and LUMO (alpha / beta): 10.97 / 6.99 eV

CARTESIAN COORDINATES (ANGSTROEM)
C -2.553 0.422 1.309
C -2.495 -1.105 1.469
H -3.321 0.852 1.957
H -1.619 0.897 1.619
H -2.795 0.764 0.306
H -1.830 -1.559 0.728
H -2.086 -1.313 2.452
H -3.501 -1.489 1.289
C 1.942 1.812 -1.912
C 1.652 0.546 -1.240
C 1.471 0.277 0.165
C 1.576 -1.554 -1.014
N 1.693 -0.629 -1.912
N 1.436 -1.032 0.283
H 2.926 1.702 -2.365
H 1.898 2.733 -1.338
H 1.388 0.973 0.982
H 1.461 -2.613 -1.162
H 1.496 -1.577 1.134
H 1.261 1.894 -2.750

Below is a 2-piece molecular cluster, C6H12N2O overall, with properties calculated with ωB97M-V/def2-TZVPD.

* multiplicity: 2
* highest occupied orbital energy (alpha / beta): 1.2 / -4.7 eV
* energy above the lowest of the compared OMol25 structures with the same formula, charge and spin: 63.7 kcal/mol
* charge: -1
* total energy: -11440.169 eV
* molecular weight: 128.17 Da
* gap between HOMO and LUMO (alpha / beta): 2.13 / 7.85 eV

CARTESIAN COORDINATES (ANGSTROEM)
C 0.876 2.145 -0.620
C 1.406 0.872 -1.317
C 2.660 0.222 -1.650
C 0.849 -1.171 -1.879
N 0.283 0.009 -1.532
N 2.224 -1.024 -2.130
H 1.739 2.575 -0.008
H -0.198 2.013 -0.286
H 3.686 0.455 -1.790
H 0.311 -2.017 -1.714
H 2.554 -1.958 -2.390
H 0.547 2.688 -1.571
C -2.066 -0.679 1.278
C -1.271 -0.600 2.598
O -3.239 0.035 1.099
H -1.300 -0.349 0.409
H -2.415 -1.735 0.946
H -1.789 -0.796 3.607
H -3.665 0.300 1.920
H -0.725 0.355 2.680
H -0.464 -1.341 2.350

Below is C6H12N2O in the gas phase, with properties calculated with ωB97M-V/def2-TZVPD.

* highest occupied orbital energy: -7.5 eV
* energy above the lowest of the compared OMol25 structures with the same formula, charge and spin: 44.7 kcal/mol
* SMILES string: C/C(=C\N)C(=O)N(C)C
* total energy: -11442.730 eV
* molecular weight: 128.17 Da
* gap between HOMO and LUMO: 8.05 eV

CARTESIAN COORDINATES (ANGSTROEM)
C -0.671 -1.768 0.379
C -0.332 -0.520 2.463
C 1.635 0.819 -1.865
N -0.196 -0.545 1.012
C 1.080 -0.013 0.506
C 0.742 0.718 -0.673
N -1.444 1.328 -1.568
C -0.572 1.186 -0.537
O 2.134 -0.086 1.123
H -1.271 0.793 -2.409
H -2.402 1.584 -1.369
H -0.907 1.741 0.342
H -1.323 -0.871 2.763
H 0.052 -2.575 0.530
H -1.638 -2.065 0.795
H -0.802 -1.603 -0.692
H -0.168 0.500 2.819
H 0.421 -1.164 2.926
H 1.374 0.091 -2.642
H 1.612 1.815 -2.323
H 2.674 0.635 -1.581

Below is C6H12N2O in the gas phase, with properties calculated with ωB97M-V/def2-TZVPD.

* highest occupied orbital energy: -9.2 eV
* energy above the lowest of the compared OMol25 structures with the same formula, charge and spin: 43.1 kcal/mol
* SMILES string: C/C=N/[C@@](C)(O)/C=N/C
* total energy: -11442.804 eV
* molecular weight: 128.17 Da
* gap between HOMO and LUMO: 10.19 eV

CARTESIAN COORDINATES (ANGSTROEM)
C 1.911 0.558 0.498
C -1.117 0.060 -0.445
C 2.930 1.538 0.028
C 0.195 -2.300 -0.770
C -3.157 1.020 0.145
C 0.233 -1.036 0.059
N -1.966 0.273 0.435
N 1.319 -0.196 -0.315
O 0.039 -1.269 1.411
H 1.708 0.562 1.574
H -1.093 0.374 -1.484
H 2.653 2.535 0.372
H 3.904 1.304 0.450
H 2.990 1.531 -1.056
H 1.008 -2.945 -0.445
H -0.746 -2.818 -0.607
H 0.325 -2.068 -1.821
H -4.007 0.387 0.402
H -3.228 1.318 -0.909
H -3.187 1.905 0.779
H -0.713 -0.731 1.700

Below is a 2-piece molecular cluster, C6H12N2O overall, with properties calculated with ωB97M-V/def2-TZVPD.

* highest occupied orbital energy: -7.7 eV
* energy above the lowest of the compared OMol25 structures with the same formula, charge and spin: 121.2 kcal/mol
* SMILES string: CNC=C=N.C=COC
* total energy: -11439.416 eV
* molecular weight: 128.17 Da
* gap between HOMO and LUMO: 8.64 eV

CARTESIAN COORDINATES (ANGSTROEM)
C -0.050 1.129 2.088
C 1.290 0.522 -1.488
C -3.343 -0.021 1.585
C 3.110 -1.311 -2.138
C -0.953 0.255 2.001
C 1.094 -0.744 -1.281
N 0.796 1.948 2.284
N -2.050 0.468 1.109
O 1.870 -1.805 -1.700
H 0.951 2.387 3.131
H 2.225 0.781 -1.868
H 0.481 1.114 -1.115
H -3.494 -1.076 1.137
H -3.474 -0.194 2.679
H -4.032 0.606 1.231
H 2.998 -0.652 -2.961
H 3.491 -2.125 -2.609
H 3.729 -0.917 -1.397
H -0.673 -0.705 2.172
H 0.159 -0.871 -0.803
H -2.206 1.419 0.768

Below is C6H12N2O in the gas phase, with properties calculated with ωB97M-V/def2-TZVPD.

* highest occupied orbital energy: -8.5 eV
* energy above the lowest of the compared OMol25 structures with the same formula, charge and spin: 113.9 kcal/mol
* SMILES string: CN[C@]12CCO[C@@H]1[C@@H]2N
* total energy: -11439.731 eV
* molecular weight: 128.17 Da
* gap between HOMO and LUMO: 9.40 eV

CARTESIAN COORDINATES (ANGSTROEM)
C 2.092 -0.547 -1.283
C 0.312 0.077 0.402
C 0.273 -1.060 1.379
C -1.134 -1.594 0.906
C -1.110 0.496 0.454
C -0.048 1.596 0.251
H 2.290 -0.766 -2.353
H 2.586 -1.338 -0.682
H 2.675 0.409 -1.067
H 0.152 -1.230 -1.123
H 1.061 -1.754 1.230
H 0.225 -0.734 2.421
H -1.010 -2.551 0.384
H -1.860 -1.717 1.743
H -1.504 0.691 1.454
H -0.141 2.171 1.168
H 1.061 2.846 -0.876
H 0.222 1.764 -1.747
N 0.658 -0.405 -0.948
N 0.165 2.391 -0.930
O -1.727 -0.687 -0.008

Below is an isolated ion of composition C6H12N2O2 and charge +2, with properties calculated with ωB97M-V/def2-TZVPD.

* highest occupied orbital energy: -17.9 eV
* energy above the lowest of the compared OMol25 structures with the same formula, charge and spin: 3.8 kcal/mol
* charge: +2
* SMILES string: C=C([NH3+])/C=C\[C@H](O)C(=[NH2+])O
* total energy: -13473.359 eV
* molecular weight: 144.17 Da
* gap between HOMO and LUMO: 10.75 eV

CARTESIAN COORDINATES (ANGSTROEM)
C 1.108 0.003 0.823
C 0.797 -0.910 -0.089
C -0.522 1.783 1.415
C 0.676 1.411 1.061
C -0.174 -0.768 -1.109
C -1.310 -1.791 -0.830
N 1.674 2.457 0.789
N -0.991 -3.044 -0.644
O -0.830 0.430 -1.249
O -2.574 -1.492 -0.714
H 2.011 -0.331 1.543
H 1.366 -1.787 -0.051
H -0.771 2.795 1.610
H 0.213 -1.148 -2.130
H 1.312 3.278 1.250
H 1.710 2.581 -0.245
H 2.600 2.199 1.222
H -1.764 -3.600 -0.453
H 0.009 -3.405 -0.858
H -1.386 1.110 1.628
H -0.527 0.738 -2.106
H -2.625 -0.509 -0.862

Below is an isolated ion of composition C6H12N2O2P and charge +1, with properties calculated with ωB97M-V/def2-TZVPD.

* highest occupied orbital energy: -13.1 eV
* energy above the lowest of the compared OMol25 structures with the same formula, charge and spin: 20.2 kcal/mol
* charge: +1
* SMILES string: COP(OC)[n+]1ccn(C)c1
* total energy: -22773.306 eV
* molecular weight: 175.15 Da
* gap between HOMO and LUMO: 10.39 eV

CARTESIAN COORDINATES (ANGSTROEM)
C -2.538 -0.151 0.447
C -1.529 -1.019 0.640
C -0.744 1.080 0.300
C -2.811 2.264 0.309
C 3.511 0.660 0.422
C 1.172 -2.740 -1.521
N -2.036 1.098 0.280
N -0.263 -0.105 0.424
O 2.086 0.510 0.208
O 1.420 -1.469 -0.981
P 1.375 -0.819 0.524
H -3.596 -0.215 0.564
H -1.697 -2.049 0.717
H 0.019 1.942 0.264
H -3.691 2.138 0.823
H -2.204 3.136 0.740
H -3.075 2.388 -0.786
H 3.744 -0.064 1.241
H 3.654 1.726 0.847
H 4.036 0.566 -0.552
H 0.730 -2.443 -2.490
H 0.290 -3.199 -0.902
H 2.148 -3.236 -1.518

Below is C6H12N2O5 as an isolated structure, with properties calculated with ωB97M-V/def2-TZVPD.

* highest occupied orbital energy: -8.0 eV
* energy above the lowest of the compared OMol25 structures with the same formula, charge and spin: 249.3 kcal/mol
* total energy: -19623.968 eV
* molecular weight: 192.17 Da
* gap between HOMO and LUMO: 8.90 eV

CARTESIAN COORDINATES (ANGSTROEM)
C 0.595 0.362 -0.037
C 0.724 -0.903 0.445
C 2.166 1.279 -1.669
C 1.710 -2.894 -0.210
C -0.248 2.112 2.040
C -3.330 -0.214 -0.525
N -0.672 0.925 0.013
N -1.525 -0.560 0.623
O -0.459 -1.362 0.955
O 1.573 1.241 -0.398
O 1.966 -1.637 0.430
O -0.815 2.058 0.736
O -2.224 -1.094 -0.470
H 3.183 1.712 -1.307
H 1.629 1.835 -2.524
H 2.373 0.218 -2.058
H 1.512 -3.612 0.537
H 2.469 -3.082 -0.916
H 0.876 -2.751 -0.837
H 0.757 1.639 1.930
H -0.999 1.578 2.707
H -0.188 3.175 2.233
H -2.948 0.843 -0.831
H -3.981 -0.244 0.339
H -4.143 -0.623 -1.207

Below is a 2-piece molecular cluster, C6H12N2O6 overall, with properties calculated with ωB97M-V/def2-TZVPD.

* highest occupied orbital energy (alpha / beta): -10.5 / -10.5 eV
* energy above the lowest of the compared OMol25 structures with the same formula, charge and spin: 56.9 kcal/mol
* total energy: -21671.045 eV
* molecular weight: 208.17 Da
* gap between HOMO and LUMO (alpha / beta): 7.96 / 7.96 eV

CARTESIAN COORDINATES (ANGSTROEM)
C -3.305 -0.879 1.178
C -2.439 -0.133 0.192
C -1.008 -0.604 0.234
C -0.155 0.062 -0.862
C 1.340 -0.316 -0.842
C 2.131 0.440 -1.837
O 1.779 -0.100 0.513
N 3.094 -0.811 0.796
O 3.451 -0.611 1.904
O 3.524 -1.433 -0.153
O -0.310 1.401 -0.957
O -0.362 1.836 0.848
N 0.755 2.540 0.899
O 0.971 2.901 2.069
H -4.323 -0.497 1.144
H -3.338 -1.943 0.950
H -2.939 -0.757 2.196
H -2.820 -0.234 -0.830
H -2.420 0.931 0.427
H -0.539 -0.401 1.204
H -0.960 -1.702 0.085
H -0.554 -0.227 -1.862
H 1.441 -1.397 -1.020
H 1.754 0.268 -2.850
H 2.047 1.518 -1.621
H 3.186 0.146 -1.806

Below is C6H12N2PSV as an isolated structure, with properties calculated with ωB97M-V/def2-TZVPD.

* multiplicity: 3
* highest occupied orbital energy (alpha / beta): -6.2 / -6.0 eV
* energy above the lowest of the compared OMol25 structures with the same formula, charge and spin: 0.0 kcal/mol
* total energy: -55203.183 eV
* molecular weight: 226.16 Da
* gap between HOMO and LUMO (alpha / beta): 6.05 / 5.86 eV

CARTESIAN COORDINATES (ANGSTROEM)
C -0.400 -0.900 -1.851
C -0.634 0.009 -2.848
C -0.396 1.389 -2.798
C 0.268 2.080 -1.759
C 0.852 1.495 -0.644
V -0.220 0.030 -0.138
P 0.371 -2.234 0.362
H -0.548 -1.960 -2.111
H -1.052 -0.407 -3.767
H -0.607 1.949 -3.700
H 1.476 2.146 -0.013
H 0.411 3.162 -1.880
H 1.580 -2.515 1.064
H 0.323 -3.416 -0.451
H -0.646 -2.637 1.288
N -0.319 1.221 4.692
C -0.132 0.332 3.676
N 0.240 -0.888 4.094
S -0.438 0.788 2.058
H -0.221 0.892 5.644
H -0.605 2.184 4.504
H 0.424 -1.650 3.470
H 0.290 -1.039 5.110